{"formula": "C12H8N3O5S2V", "method": "wB97M-V/def2-TZVPD", "charge": 1, "lumo_ev": [-5.82, -6.05], "orbital_gap_ev": [6.48, 6.27], "homo_ev": [-12.3, -12.3], "e_tot_ha": -2742.57428, "spin_multiplicity": 2, "elements": ["V", "S", "S", "O", "O", "O", "O", "O", "N", "N", "N", "C", "C", "C", "C", "C", "C", "C", "C", "C", "C", "C", "C", "H", "H", "H", "H", "H", "H", "H", "H"], "positions_angstrom": [[0.985, -1.050, 0.701], [1.201, -1.340, 2.956], [-0.178, -2.974, 0.643], [3.060, -1.177, 0.766], [-2.803, 4.270, -3.144], [1.234, -1.143, -1.154], [-1.840, 2.995, -4.604], [-0.215, 0.049, 0.617], [-2.929, -4.397, 2.651], [-1.051, -2.317, 5.689], [-2.124, 3.324, -3.471], [-1.525, 1.928, -0.042], [3.765, 0.028, 0.363], [-1.986, 2.734, -1.066], [-0.849, 1.374, -2.703], [-0.339, 0.567, -1.682], [-0.222, -2.267, 3.252], [-1.982, -3.767, 2.486], [-0.701, -2.311, 4.594], [0.594, -0.479, -2.000], [-0.703, 0.850, -0.334], [-0.825, -2.970, 2.250], [-1.647, 2.444, -2.383], [0.768, -0.686, -3.059], [-2.613, 3.590, -0.855], [-0.611, 1.180, -3.741], [3.568, 0.845, 1.058], [-1.793, 2.118, 0.989], [3.503, -1.552, 1.537], [3.423, 0.292, -0.635], [4.835, -0.159, 0.322]], "mulliken_spin": [1.229, -0.103, -0.128, -0.005, -0.001, -0.027, 0.000, -0.033, 0.006, -0.006, 0.000, 0.000, 0.000, 0.009, 0.010, 0.021, -0.014, 0.002, 0.005, 0.027, -0.010, 0.016, -0.003, -0.001, 0.000, 0.000, 0.001, 0.000, 0.004, 0.001, 0.000]}

***

{"formula": "C12H8O8", "method": "wB97M-V/def2-TZVPD", "charge": -2, "lumo_ev": 2.35, "orbital_gap_ev": 2.22, "homo_ev": 0.1, "e_tot_ha": -1063.78072, "elements": ["O", "O", "O", "O", "O", "O", "O", "O", "C", "C", "C", "C", "C", "C", "C", "C", "C", "C", "C", "C", "H", "H", "H", "H", "H", "H", "H", "H"], "positions_angstrom": [[-1.443, -4.264, -3.198], [0.144, 0.734, 0.716], [-2.070, 0.966, -2.336], [-4.064, -3.213, -3.014], [2.776, 1.682, 4.746], [0.944, 3.354, 5.429], [0.526, -0.032, -2.856], [4.048, 1.405, 2.551], [1.020, -0.114, 1.589], [-0.493, -2.142, -3.062], [0.421, 1.454, 3.784], [-3.057, -2.446, -2.928], [1.425, 0.846, 2.868], [0.959, 1.488, -0.255], [-1.665, -3.056, -3.070], [2.946, 1.318, 3.300], [1.438, 2.293, 4.784], [-3.039, -1.119, -2.716], [-1.860, -0.219, -2.614], [-0.476, -0.812, -2.863], [0.207, 2.101, -0.922], [-0.748, 1.400, 3.806], [1.965, -0.399, 0.959], [0.446, -2.654, -3.239], [0.364, -1.051, 1.884], [1.581, 0.807, -0.990], [1.687, 2.270, 0.237], [-3.981, -0.598, -2.591]], "lowdin_charge": [-0.038, -0.242, -0.041, -0.120, -0.002, -0.017, -0.128, 0.024, -0.122, -0.038, 0.117, -0.485, -0.018, -0.129, -0.366, -0.169, -0.249, -0.041, -0.363, -0.468, 0.113, 0.151, 0.137, 0.080, 0.150, 0.096, 0.084, 0.081]}

***

{"formula": "C12H9Cl2N3S", "method": "wB97M-V/def2-TZVPD", "charge": 0, "lumo_ev": -0.05, "orbital_gap_ev": 8.36, "smiles": "NC(=S)[C@H](c1ccc(Cl)c(Cl)c1)c1cccnn1", "homo_ev": -8.4, "e_tot_ha": -1945.48811, "elements": ["Cl", "Cl", "S", "N", "N", "N", "C", "C", "C", "C", "C", "C", "C", "C", "C", "C", "C", "C", "H", "H", "H", "H", "H", "H", "H", "H", "H"], "positions_angstrom": [[2.272, 4.862, 0.176], [3.373, 3.087, -2.195], [2.359, -2.930, -0.508], [-1.375, -1.693, 1.064], [-2.635, -1.881, 1.401], [1.648, -1.869, 1.658], [-3.619, -1.545, 0.576], [2.157, 2.436, -1.119], [-1.027, -1.163, -0.104], [0.436, -0.936, -0.466], [-3.365, -1.014, -0.681], [0.717, 2.684, 0.813], [1.403, -1.854, 0.312], [-2.029, -0.895, -1.044], [0.300, 1.353, 0.671], [1.728, 1.119, -1.264], [0.781, 0.567, -0.369], [1.683, 3.209, -0.074], [-4.640, -1.800, 0.868], [-1.756, -0.462, -1.988], [2.163, 0.516, -2.056], [-4.161, -0.779, -1.369], [0.533, -1.204, -1.568], [-0.402, 0.935, 1.388], [1.061, -1.346, 2.276], [2.136, -2.678, 2.023], [0.258, 3.278, 1.581]], "lowdin_charge": [0.631, 0.662, 0.637, 0.067, 0.022, 0.061, -0.136, -0.662, -0.254, -0.235, -0.035, -0.072, -0.795, 0.006, -0.029, -0.035, -0.174, -0.640, 0.110, 0.117, 0.120, 0.106, 0.137, 0.116, 0.086, 0.085, 0.103]}

***

{"formula": "C12H9Cl2N4PdS", "method": "wB97M-V/def2-TZVPD", "charge": 1, "lumo_ev": [-4.07, -4.07], "orbital_gap_ev": [6.85, 6.85], "homo_ev": [-10.9, -10.9], "e_tot_ha": -2127.99012, "elements": ["Pd", "Cl", "Cl", "S", "N", "N", "N", "N", "C", "C", "C", "C", "C", "C", "C", "C", "C", "C", "C", "C", "H", "H", "H", "H", "H", "H", "H", "H", "H"], "positions_angstrom": [[0.397, 0.282, -1.095], [-1.626, 1.228, -1.758], [-0.240, 3.776, 2.786], [0.578, 1.888, 0.459], [3.372, -2.129, 0.281], [0.035, -2.020, -1.292], [0.801, -3.902, -0.455], [2.157, -0.492, -0.478], [-2.697, 3.887, 1.693], [2.194, -1.797, -0.276], [-1.418, 3.368, 1.595], [-3.332, 2.744, -0.321], [-0.447, -4.170, -0.956], [3.346, 0.035, -0.049], [-1.051, 2.518, 0.545], [1.053, -2.594, -0.671], [-3.653, 3.576, 0.740], [-2.048, 2.246, -0.377], [-0.908, -2.993, -1.464], [4.113, -0.980, 0.429], [3.561, 1.087, -0.120], [-2.935, 4.535, 2.524], [-1.849, -2.796, -1.947], [5.104, -0.993, 0.844], [-0.882, -5.152, -0.905], [1.394, -4.572, 0.005], [3.686, -3.054, 0.522], [-4.651, 3.983, 0.823], [-4.056, 2.489, -1.081]], "lowdin_charge": [0.504, 0.738, 0.707, 0.641, 0.139, 0.039, 0.129, -0.072, -0.088, -0.242, -0.684, -0.095, -0.046, -0.097, -0.695, -0.264, -0.061, -0.604, -0.094, -0.033, 0.117, 0.115, 0.117, 0.130, 0.127, 0.169, 0.172, 0.117, 0.115]}

***

{"formula": "C12H9ClFN3S", "method": "wB97M-V/def2-TZVPD", "charge": 0, "lumo_ev": -0.18, "orbital_gap_ev": 7.80, "homo_ev": -8.0, "e_tot_ha": -1584.81356, "elements": ["Cl", "S", "F", "N", "N", "N", "C", "C", "C", "C", "C", "C", "C", "C", "C", "C", "C", "C", "H", "H", "H", "H", "H", "H", "H", "H", "H"], "positions_angstrom": [[-0.906, 0.724, -5.150], [0.906, 0.786, 1.811], [1.122, 2.800, -4.492], [-0.222, -0.291, -0.164], [0.671, -1.766, 5.320], [-0.716, -1.315, 1.664], [0.603, -1.415, 3.962], [-0.124, -0.412, 1.008], [-1.595, -2.628, 3.578], [0.746, 2.056, -3.316], [-0.342, -2.605, 5.619], [-0.321, 0.302, -2.540], [0.101, 1.047, -3.685], [0.125, 0.747, -1.141], [0.995, 1.638, -1.058], [1.214, 2.289, -2.105], [-1.622, -2.869, 4.931], [-0.503, -1.543, 3.216], [-2.316, -2.941, 2.769], [1.407, 1.815, -0.099], [2.091, 3.359, -2.069], [1.222, -0.891, 3.761], [-2.388, -3.505, 5.283], [-1.286, -2.001, 1.181], [-0.326, -2.975, 6.667], [-1.106, -1.054, -0.553], [-1.177, -0.521, -2.671]], "lowdin_charge": [0.655, 0.664, -0.018, 0.052, 0.113, 0.071, -0.122, -0.906, 0.014, -0.319, -0.133, 0.022, -0.546, -0.171, -0.181, -0.042, -0.066, -0.068, 0.113, 0.018, 0.247, -0.094, 0.081, 0.123, 0.104, 0.253, 0.135]}

***

{"formula": "C13H10BCl2N2O9", "method": "wB97M-V/def2-TZVPD", "charge": -1, "lumo_ev": 2.10, "orbital_gap_ev": 7.21, "homo_ev": -5.1, "e_tot_ha": -2233.36767, "elements": ["Cl", "Cl", "O", "O", "O", "O", "O", "O", "O", "O", "O", "N", "N", "C", "C", "C", "C", "C", "C", "C", "C", "C", "C", "C", "C", "C", "B", "H", "H", "H", "H", "H", "H", "H", "H", "H", "H"], "positions_angstrom": [[1.413, -1.857, 2.670], [2.806, -3.687, 4.478], [3.282, 2.281, -1.206], [-0.102, 2.384, 2.948], [2.812, 1.604, 1.052], [0.625, -3.617, -0.068], [0.769, 1.271, -2.415], [-1.218, -0.913, -3.532], [-4.050, -1.316, -0.295], [-0.494, 2.808, -3.280], [-1.632, 3.767, 2.058], [0.609, 2.449, -3.207], [-2.136, -1.824, -1.574], [-1.950, 0.917, 0.784], [0.030, -2.784, -0.706], [-0.120, 1.188, -1.343], [-2.924, -1.074, -0.642], [1.048, 3.093, -0.165], [-1.089, 0.236, -1.350], [-0.886, 2.778, 2.065], [1.501, -3.501, 3.293], [-1.438, -3.004, -1.094], [-0.050, 2.034, -0.237], [-1.428, -0.859, -2.350], [-0.952, 1.884, 0.800], [-2.005, 0.085, -0.296], [2.432, 2.300, -0.073], [0.560, -3.743, 3.773], [0.937, 3.696, 0.741], [0.583, -1.858, -0.975], [1.683, -4.178, 2.465], [-1.949, -3.366, -0.194], [3.202, 1.394, -1.580], [-2.653, 0.785, 1.600], [-1.461, -3.844, -1.803], [3.239, 0.794, 0.748], [1.004, 3.677, -1.088]], "lowdin_charge": [0.540, 0.485, 0.103, -0.016, 0.174, 0.020, -0.033, 0.142, 0.142, 0.105, -0.020, 0.032, -0.002, 0.074, -0.208, -0.196, -0.331, 0.018, -0.039, -0.737, -1.037, -0.078, -0.089, -0.347, -0.040, -0.064, -0.598, 0.025, 0.121, 0.134, 0.013, 0.140, 0.088, 0.143, 0.133, 0.101, 0.101]}